[1]
Here is a molecular structure, C26H33CeNOP2 from the OMol25 dataset. Energies are from the ωB97M-V functional and the def2-TZVPD basis.

Its charge is +2. Its LUMO energy is -0.28745 Ha. The value obtained for the gap between HOMO and LUMO is 5.37 eV. Its relative energy (zero: lowest compared OMol25 entry of this formula, charge and spin) is 146.2 kJ/mol.

Last column: Mulliken charge in e.
CARTESIAN COORDINATES (ANGSTROEM)
C -2.56 -4.06 0.49  -0.23
C -2.47 -2.86 -0.19  -0.13
C -3.10 -1.69 0.37  0.18
C -3.77 -1.78 1.66  0.83
C -3.85 -3.04 2.29  -0.88
C -3.27 -4.17 1.71  -0.89
C -4.27 -0.58 2.21  -0.93
C -4.12 0.65 1.55  0.77
C -3.46 0.64 0.26  0.11
C -3.21 1.88 -0.43  -0.01
C -3.64 3.06 0.14  -0.30
C -4.33 3.08 1.38  -0.88
C -4.56 1.89 2.07  -0.90
H -2.09 -4.94 0.05  0.48
H -4.38 -3.11 3.24  0.48
H -3.34 -5.14 2.18  0.42
H -4.79 -0.62 3.15  0.50
H -3.45 3.99 -0.39  0.49
H -4.67 4.03 1.77  0.41
H -5.08 1.89 3.03  0.47
N -2.97 -0.50 -0.26  -0.15
Ce 0.54 -0.08 0.28  0.64
C -1.69 -2.74 -1.48  -1.05
H -2.11 -1.92 -2.09  0.35
H -1.58 -3.71 -2.02  0.74
C -2.43 1.84 -1.73  -1.09
H -2.68 0.91 -2.27  0.42
H -2.64 2.74 -2.35  0.78
P 0.07 -2.28 -1.23  0.70
P -0.57 1.74 -1.48  0.93
C -0.17 3.46 -0.96  -1.51
H 0.92 3.55 -0.89  0.43
H -0.57 4.18 -1.69  0.44
H -0.60 3.64 0.04  0.41
C 0.02 1.65 -3.22  -1.24
H -0.36 2.50 -3.80  0.42
H 1.12 1.65 -3.21  0.42
H -0.31 0.69 -3.67  0.31
C 0.84 -3.53 -0.14  -1.43
H 0.68 -4.49 -0.67  0.42
H 1.91 -3.30 -0.01  0.47
H 0.35 -3.53 0.85  0.45
C 0.92 -2.25 -2.82  -1.14
H 1.97 -1.94 -2.65  0.38
H 0.84 -3.29 -3.18  0.45
H 0.43 -1.52 -3.48  0.33
C 0.78 1.72 1.68  0.44
O 1.16 2.39 2.58  -0.16
H -0.93 -0.17 1.22  0.02
C 5.42 2.27 1.40  -1.43
C 5.26 0.87 0.80  1.68
C 5.97 0.78 -0.56  -1.46
C 5.78 -0.20 1.76  -1.42
C 3.86 0.63 0.56  1.38
C 2.70 0.36 0.22  -2.27
H 6.49 2.49 1.58  0.38
H 4.87 2.33 2.36  0.36
H 5.00 3.03 0.72  0.35
H 7.06 0.96 -0.44  0.39
H 5.81 -0.21 -1.00  0.36
H 5.55 1.53 -1.25  0.37
H 5.23 -0.15 2.71  0.36
H 5.61 -1.20 1.33  0.36
H 6.86 -0.06 1.95  0.38

[2]
Here is a molecular structure, C26H33F3N7O2STc from the OMol25 dataset. Energies are from the ωB97M-V functional and the def2-TZVPD basis.

Its charge is +3. Its LUMO energy (spin up / spin down) is -0.33181 / -0.36768 Ha. The value obtained for the gap between HOMO and LUMO (spin up / spin down) is 6.47 / 5.51 eV. Its relative energy (zero: lowest compared OMol25 entry of this formula, charge and spin) is 265.4 kJ/mol. Its multiplicity is 4.

Last column: Mulliken charge in e.
CARTESIAN COORDINATES (ANGSTROEM)
Tc -0.46 -0.15 0.24  0.84
C -6.30 -1.68 -3.31  -1.66
C -5.33 -1.19 -2.30  -0.12
C -5.61 -1.22 -0.94  -0.96
C -4.70 -0.83 0.06  0.15
C -5.22 -0.93 1.38  -0.13
N -4.69 -0.93 2.57  -0.01
C -3.31 -0.86 2.99  0.05
C -3.14 -1.31 4.44  -1.50
C -1.67 -1.26 4.86  -0.16
N -0.92 -2.44 4.46  0.10
C 0.34 -2.50 4.19  -0.99
C 1.19 -1.36 3.95  0.95
C 2.38 -1.22 4.64  -0.80
C 3.20 -0.10 4.47  0.26
C 4.43 0.08 5.29  -1.76
C 2.82 0.86 3.53  -0.66
C 1.70 0.69 2.71  0.14
C 1.36 1.73 1.76  -0.51
N 0.49 1.65 0.83  0.34
C 0.22 2.80 -0.01  -1.09
C 0.73 2.62 -1.44  -0.63
C 0.12 1.46 -2.29  -1.11
N -0.86 0.63 -1.61  0.17
C -1.98 0.44 -2.24  -0.54
C -3.16 -0.22 -1.76  0.91
C -4.12 -0.62 -2.69  -0.56
C -3.38 -0.39 -0.35  1.36
O -2.46 -0.13 0.50  -1.04
C 0.86 -0.46 2.88  1.04
O -0.10 -0.75 2.10  -0.61
H -7.20 -2.08 -2.86  0.39
H -5.85 -2.46 -3.92  0.38
H -6.58 -0.87 -3.99  0.39
H -6.58 -1.58 -0.63  0.38
H -6.29 -1.06 1.39  0.49
H -5.35 -0.99 3.35  0.38
H -2.96 0.18 2.90  0.19
H -2.70 -1.47 2.32  -0.02
H -3.53 -2.32 4.57  0.46
H -3.70 -0.65 5.10  0.55
H -1.63 -1.24 5.96  0.41
H -1.19 -0.36 4.49  0.17
H -1.44 -3.31 4.57  0.37
H 0.79 -3.48 4.14  0.52
H 2.64 -1.96 5.38  0.52
H 4.69 -0.83 5.83  0.42
H 4.29 0.86 6.03  0.36
H 5.28 0.38 4.67  0.41
H 3.42 1.75 3.42  0.53
H 1.91 2.67 1.91  0.38
H 0.68 3.70 0.40  0.45
H -0.87 2.95 -0.02  0.36
H 1.82 2.51 -1.41  0.23
H 0.53 3.55 -1.97  0.48
H 0.92 0.81 -2.66  0.55
H -0.33 1.90 -3.19  0.48
H -2.08 0.84 -3.25  0.46
H -3.91 -0.51 -3.74  0.56
N 2.00 -0.58 -0.54  -0.28
N 3.31 -0.70 0.02  -0.41
C 3.69 -1.82 0.69  0.56
N 4.99 -2.07 0.79  -0.42
S 2.55 -2.79 1.43  -0.38
H 1.83 -1.38 -1.16  0.39
H 2.04 0.26 -1.13  0.08
H 4.05 -0.27 -0.53  0.31
H 5.69 -1.55 0.29  0.19
H 5.31 -2.88 1.30  0.24
F -0.44 -3.02 0.67  -0.17
C -0.75 -2.17 -0.32  0.65
F -1.98 -2.55 -0.73  -0.18
F 0.07 -2.48 -1.36  -0.31

So what do the calculations give for maximum force? Going down the list: 11.21 2.52 eV Å⁻¹.